A cluster of 40 separate species, H80O40 in total in a non-equilibrium geometry, computed with wB97M-V/def2-TZVPD.

Geometry (Å):
H (-1.2623, -4.1281, 2.6745)
H (-0.3482, -3.9171, 1.4184)
O (-1.2067, -3.7596, 1.9092)
H (3.3194, 1.4869, -0.4323)
H (4.0936, 1.4825, -1.6556)
O (3.8170, 0.8671, -1.0193)
H (0.5007, -2.5875, 2.8808)
H (0.7525, -1.3695, 3.5603)
O (0.8655, -2.3663, 3.6922)
H (-1.5925, 2.5021, -2.4091)
H (-1.2007, 2.1354, -3.9442)
O (-1.8958, 1.9002, -3.2676)
H (-4.5091, -2.0296, 4.4595)
H (-3.3561, -1.7302, 5.3757)
O (-3.8317, -2.4401, 5.0583)
H (3.1131, -0.9952, 0.4936)
O (3.1967, -1.0503, 1.4782)
H (-0.7171, 2.0576, 4.3376)
O (-1.5570, 1.5393, 4.2179)
H (5.3428, 3.1001, 0.7439)
H (5.8465, 1.5992, 0.7071)
O (5.3835, 2.2785, 1.1794)
H (1.6527, -4.1137, -4.3314)
H (2.9430, -3.4140, -4.4248)
O (2.3852, -3.8784, -3.7705)
H (5.2709, 2.4121, 3.5145)
H (4.6770, 1.7155, 2.4797)
O (4.7478, 1.7198, 3.5174)
H (1.6896, -1.2038, -3.8526)
H (2.0927, -0.0769, -2.6775)
O (1.8903, -0.8871, -2.9721)
H (-2.7602, -1.3534, -1.9963)
O (-3.7924, -1.2413, -1.9282)
H (-2.3604, 4.7392, 3.0621)
H (-3.5685, 5.1220, 2.6567)
O (-2.7744, 5.4353, 2.3960)
H (-1.7665, -0.9744, 5.0086)
H (-1.0030, -1.3127, 6.2707)
O (-1.6248, -0.6343, 5.8897)
H (0.7967, -2.6148, 0.1091)
H (1.8619, -2.6377, 1.2218)
O (1.1051, -3.1373, 0.7799)
H (0.6640, -2.3904, -6.1763)
H (1.2000, -1.2234, -5.3255)
O (1.3746, -2.1945, -5.4263)
H (-3.3539, -0.6848, 1.4714)
H (-3.5499, -0.0060, 2.7574)
O (-2.9444, -0.0753, 2.0909)
H (-2.0639, 0.9880, 0.7089)
H (-1.3827, -0.1050, 1.2797)
O (-1.4340, 0.3758, 0.4970)
H (2.0089, 1.5080, -3.4378)
O (2.1021, 1.8469, -4.3785)
H (3.5337, 0.5875, -2.9963)
H (3.4708, 0.8125, -4.5387)
O (4.0628, 0.7045, -3.7101)
H (-6.1936, -1.4615, 1.0298)
O (-5.5802, -1.3357, 1.8839)
H (-6.4245, 2.0351, 0.7777)
H (-5.5322, 2.9136, 0.6825)
O (-5.8408, 2.2584, 0.1732)
H (-2.0668, 4.8028, 0.8724)
H (-1.1673, 4.3534, -0.3255)
O (-1.3858, 4.1691, 0.5063)
H (1.8407, 4.3065, 2.3313)
H (1.9923, 2.5686, 2.3214)
O (2.4604, 3.4844, 2.1096)
H (3.3879, 1.2206, 4.8724)
H (2.3925, 1.5734, 3.9260)
O (2.3911, 1.1401, 4.8086)
H (-4.7705, -4.6780, -1.4043)
H (-4.5228, -3.2300, -1.7665)
O (-4.7629, -4.1202, -2.1158)
H (-3.7930, 2.1549, -2.8716)
H (-3.7685, 2.4485, -1.3054)
O (-4.0152, 2.7893, -2.1354)
H (6.3576, -1.6851, 2.0946)
H (5.6592, -2.4965, 0.9096)
O (5.6563, -1.8428, 1.4989)
H (1.4289, 2.6170, -0.6677)
H (0.6244, 3.2770, 0.5510)
O (0.9147, 3.4636, -0.5883)
H (0.0348, -6.2293, -0.2139)
H (0.8157, -5.6915, 0.7623)
O (0.8407, -6.5230, 0.2436)
H (-3.4245, -4.5513, 3.0153)
H (-3.5616, -4.8796, 1.4814)
O (-3.7739, -5.1607, 2.2991)
H (2.8916, 4.0472, -0.7670)
O (3.6901, 3.4502, -0.5734)
H (0.1233, 0.4181, -1.4759)
H (1.6025, 0.3338, -0.7181)
O (1.0544, 0.9472, -1.3256)
H (2.4509, 2.6691, -4.3170)
H (3.8962, -0.4046, 1.5852)
H (-4.8476, -1.8143, 1.4926)
H (-1.6776, 0.7197, 4.7283)
H (-4.1365, -0.4220, -2.1142)
H (3.5779, 3.5134, 0.3987)
O (1.5456, 0.7619, 1.3524)
H (0.4978, 0.7704, 1.4704)
H (1.9034, -0.1010, 1.6907)
O (-1.0731, -2.3329, -3.3473)
H (-0.4229, -2.7222, -2.7247)
H (-1.8806, -2.7395, -3.2502)
O (-1.1592, 0.2817, -5.0441)
H (-1.0431, -0.0187, -4.1457)
H (-1.9251, 0.8010, -5.3177)
O (4.3208, 3.6649, -3.6695)
H (3.9966, 2.7882, -3.2922)
H (4.3471, 4.3056, -2.8334)
O (4.1737, -4.3154, -1.5623)
H (3.5622, -4.9535, -1.6857)
H (3.9831, -3.9112, -0.6807)
O (-4.4423, 0.1509, -4.1539)
H (-5.0662, -0.4490, -3.9286)
H (-3.7289, -0.5777, -4.5344)
O (-3.9112, 2.8849, 2.2196)
H (-4.8726, 3.2751, 2.3788)
H (-3.5481, 2.9041, 3.1612)

Summary:
HOMO-LUMO gap: 9.6320 eV
DFT total energy: -3057.0951 hartree